A structure of composition C28H40CeN6O2. Source: the Open Molecules 2025 dataset; level of theory: ωB97M-V/def2-TZVPD.

```
77
Properties=species:S:1:pos:R:3:forces:R:3
Ce -1.264594 -1.209534 0.028692 1.335 0.538 0.743
C 4.247928 -1.858612 -4.393084 -0.008 0.015 0.031
C 3.364911 -1.612965 -3.202232 -0.034 -0.068 0.003
C 3.421074 -0.418369 -2.483766 0.054 0.067 0.050
C 2.620523 -0.206932 -1.356124 0.011 0.004 0.079
C 2.916836 0.781439 -0.330416 0.107 0.148 -0.027
N 3.189489 2.035862 -0.445032 -0.138 -0.085 -0.038
C 2.966284 2.933254 -1.600207 0.022 -0.042 0.046
C 1.516452 3.427710 -1.643356 -0.026 0.001 0.026
C 0.949384 4.103328 -0.390506 -0.029 -0.084 0.082
N 0.391178 3.117260 0.569665 0.091 -0.009 -0.323
C 0.220492 3.317969 1.837247 -0.125 -0.163 0.428
C -0.324285 2.388907 2.788903 -0.011 -0.052 -0.505
C -0.341651 2.800184 4.127173 -0.172 -0.233 0.732
C -0.772844 1.971849 5.164812 0.107 0.024 -0.534
C -0.815475 2.427713 6.588639 -0.014 -0.053 0.178
C -1.120703 0.666125 4.806620 0.106 0.400 0.300
C -1.129500 0.193189 3.488573 0.078 -0.058 -0.389
C -1.358681 -1.233355 3.337709 0.112 0.474 0.196
N -1.370814 -1.962290 2.270553 0.039 0.059 -0.445
C -1.408526 -3.440670 2.474146 0.003 0.029 -0.018
C -1.872504 -4.210168 1.233413 0.059 0.100 0.022
C -0.774992 -4.596189 0.249920 -0.065 0.015 0.022
N -0.149842 -3.390592 -0.340375 -0.216 0.099 0.129
C 0.890878 -3.529859 -1.072741 0.092 0.056 -0.083
C 1.662866 -2.416281 -1.626079 -0.043 -0.160 -0.057
C 2.519082 -2.610546 -2.718650 0.058 -0.053 -0.036
C 1.686487 -1.184507 -0.966914 -0.129 0.045 0.141
O 0.866222 -0.897807 0.055252 -0.689 -0.044 -0.431
C -0.792048 1.090350 2.432489 0.022 0.110 0.621
O -0.895378 0.762432 1.176030 -0.287 -1.287 -0.896
H 4.929039 -1.028313 -4.566592 -0.009 -0.001 0.005
H 3.651406 -2.001419 -5.295108 -0.006 0.000 0.005
H 4.843981 -2.760218 -4.249457 -0.004 -0.002 -0.002
H 4.172526 0.313374 -2.759424 -0.010 -0.001 0.005
H 2.959219 0.401894 0.687926 0.031 -0.015 0.005
H 3.502885 2.494717 0.404615 0.013 0.025 0.010
H 3.205838 2.405509 -2.518300 0.004 -0.010 -0.013
H 3.670829 3.757080 -1.499040 -0.011 0.010 0.016
H 0.862029 2.598018 -1.934395 -0.008 0.010 0.002
H 1.460477 4.149344 -2.459485 0.028 -0.003 -0.010
H 0.139672 4.772510 -0.680944 -0.001 0.002 -0.027
H 1.693301 4.706172 0.132767 0.002 0.007 -0.015
H 0.039660 2.234086 0.209612 -0.017 -0.001 0.012
H 0.561750 4.278462 2.218186 -0.016 -0.014 0.025
H 0.000091 3.802777 4.364744 -0.021 -0.018 0.031
H -0.557260 3.480095 6.681166 -0.006 -0.007 0.004
H -0.118002 1.849477 7.199183 -0.029 0.048 -0.019
H -1.812958 2.281704 7.007432 0.042 0.037 -0.006
H -1.389242 -0.025687 5.599037 -0.004 0.015 0.014
H -1.469096 -1.755164 4.290841 -0.053 -0.002 -0.009
H -2.065326 -3.659664 3.316483 -0.041 0.030 -0.024
H -0.400649 -3.758508 2.750258 -0.010 -0.027 0.023
H -2.674900 -3.654065 0.720172 -0.136 0.015 -0.045
H -2.364265 -5.126647 1.559630 -0.005 -0.008 0.000
H -1.196853 -5.210913 -0.547345 0.005 0.009 -0.026
H -0.013536 -5.191474 0.756864 0.020 0.014 0.001
H 1.265513 -4.533637 -1.289685 0.000 0.009 -0.009
H 2.535476 -3.582583 -3.202993 -0.008 0.012 0.006
N -3.472554 0.269014 0.003784 0.120 -0.282 -0.173
C -3.548600 1.307482 -1.079238 0.047 0.007 0.083
C -3.124960 0.705641 -2.406798 -0.023 0.000 -0.029
C -1.601268 0.573653 -2.577989 -0.170 -0.084 -0.098
C -1.185919 -0.665169 -3.356888 -0.048 0.072 0.017
N -1.549555 -1.877662 -2.561253 -0.091 0.237 0.191
H -4.335181 -0.274871 -0.037147 -0.013 -0.035 -0.038
H -3.518599 0.744509 0.902581 0.025 -0.016 0.054
H -2.891120 2.130524 -0.792696 0.000 -0.003 -0.010
H -4.560359 1.706649 -1.132534 -0.014 -0.013 -0.012
H -3.516496 1.303548 -3.230105 0.000 0.028 0.018
H -3.618787 -0.266783 -2.506911 -0.013 -0.003 -0.029
H -1.086490 0.563981 -1.594541 0.063 0.302 -0.037
H -1.207243 1.468033 -3.062934 0.031 0.001 0.020
H -0.108465 -0.681332 -3.522376 0.010 -0.006 0.022
H -1.670239 -0.665086 -4.333957 0.022 -0.082 -0.021
H -0.975471 -2.657434 -2.866932 0.031 -0.044 0.039
H -2.498545 -2.160524 -2.800588 -0.035 -0.005 -0.001
```
Positions in Å, forces in eV/Å.

## Properties
E_tot: -2043.7883 a.u.
total charge: +4
ΔE to the lowest compared entry with this formula, charge and spin: 0.0 kJ/mol
orbital gap (alpha / beta): 5.4 / 5.4 eV